ORCA calculation (ωB97M-V/def2-TZVPD) on a cluster of 11 separate species, C38H76Cl4O9 in total in a non-equilibrium geometry.

```
127
Properties=species:S:1:pos:R:3:forces:R:3:lowdin_charge:R:1
C -2.93820 -2.02943 2.95949 1.1481 0.2815 -1.1987 -0.13
C -2.10279 -0.72621 3.39650 -0.2679 -1.2713 -1.2301 -0.14
C -3.28303 0.24217 3.41025 -0.5941 -0.6354 1.3133 -0.14
O -4.28383 -0.55669 4.16769 0.3494 2.1736 -0.0063 -0.13
C -4.24683 -1.85694 3.72876 0.3038 -1.5109 -1.1565 -0.27
H -2.45719 -3.02056 3.00973 0.0097 0.4689 0.7464 0.11
H -3.13080 -1.99783 1.84618 0.1165 0.5284 0.9862 0.10
H -1.33024 -0.49101 2.67288 -0.2786 -0.0080 -0.6355 0.04
H -1.47607 -0.81412 4.31000 -1.1942 -0.0080 0.0300 0.12
H -3.68660 0.57797 2.41098 0.7256 -0.8086 0.9107 0.10
H -3.13695 1.12223 4.02276 0.0791 0.1940 -0.0255 0.10
H -5.08734 -2.05099 3.07285 -0.4025 -0.0858 -0.3906 0.11
H -4.33192 -2.61358 4.50388 0.0693 0.3395 0.6991 0.11
C 1.03310 2.35539 -4.82892 -0.5591 0.6227 0.0202 -0.16
C 0.24262 1.16540 -4.26707 1.4913 -0.6799 0.5623 -0.14
C 0.17950 1.45108 -2.68870 0.6220 -1.3636 -2.7698 -0.23
O 1.13930 2.46253 -2.52204 -0.5705 0.1632 0.9344 -0.14
C 0.98034 3.29736 -3.64247 -0.6068 0.2840 0.0868 -0.22
H 0.49990 2.81750 -5.64485 -0.1037 0.0648 -0.5142 0.10
H 2.05199 2.15204 -5.17521 -0.1906 -0.1475 0.3344 0.10
H 0.84032 0.25386 -4.40542 -0.2433 0.0854 -0.0013 0.10
H -0.67291 1.01583 -4.81119 -0.6568 0.0581 0.2158 0.09
H 0.48912 0.53249 -2.20994 0.0688 0.2600 0.4645 0.03
H -0.84577 1.67714 -2.46383 -0.4873 0.7028 0.7249 0.09
H 1.70564 4.05865 -3.57881 1.3059 0.7407 -0.1282 0.10
H 0.02356 3.86656 -3.59675 0.0701 -0.6093 -0.0536 0.13
C -3.47339 -4.76752 -2.63720 -1.2322 0.8004 -0.0168 -0.16
C -2.06898 -5.38115 -2.50211 -1.6914 -0.0079 1.8621 -0.13
C -1.87929 -5.32231 -0.95449 0.4425 0.0259 -0.5110 -0.19
O -2.71868 -4.27005 -0.49358 -0.8527 -0.3993 0.1458 -0.20
C -3.98907 -4.46152 -1.18103 1.9286 -0.5166 -1.0496 -0.14
H -4.15347 -5.42662 -3.15882 -0.2779 -0.2478 -0.0649 0.10
H -3.52303 -3.81613 -3.17234 0.5279 -0.1524 -0.1898 0.09
H -1.37772 -4.77100 -2.98908 1.2605 1.0620 -0.6168 0.06
H -1.95958 -6.36870 -2.90675 -0.2239 -0.5746 -0.1074 0.10
H -0.86937 -5.02524 -0.74687 0.5512 0.1801 0.3606 0.08
H -2.03081 -6.28853 -0.42262 -0.4266 0.5004 -0.3877 0.13
H -4.65127 -3.57474 -1.05209 0.6059 -0.8001 -0.0733 0.13
H -4.39738 -5.41042 -0.85333 -0.6763 0.0904 0.6673 0.11
C 2.31412 -1.51181 1.86640 0.9209 0.2410 -1.2927 -0.16
C 2.67070 0.05371 1.92242 -0.6681 -1.8624 -0.4227 -0.15
C 4.03246 -0.00458 2.55172 1.6429 -0.4704 1.3539 -0.21
O 4.66394 -1.29635 2.21956 -1.5119 0.0723 -0.1247 -0.16
C 3.57538 -2.27151 2.38284 -0.7094 2.6790 -0.0737 -0.16
H 2.12473 -1.86158 0.82882 0.0285 0.4924 0.5895 0.05
H 1.43407 -1.72382 2.43510 -0.5410 -0.2597 0.4770 0.08
H 1.91273 0.60698 2.51520 0.6599 -0.1929 -0.5231 0.10
H 2.74593 0.42025 0.87765 -0.2242 0.0846 0.7536 0.08
H 4.03972 0.12966 3.69046 -0.3314 -0.3670 -1.3272 0.14
H 4.71445 0.75118 2.17914 0.1167 0.1271 -0.1286 0.10
H 3.44359 -2.36548 3.43322 0.0258 -0.5660 1.1863 0.09
H 3.68589 -3.23919 1.92044 0.7013 0.0276 -0.4198 0.11
C 0.11042 2.62312 4.73041 1.1007 0.0685 -1.0622 -0.14
C -0.43111 4.06447 4.78843 -0.8417 -0.4623 -1.6421 -0.12
C -1.75926 3.76047 3.99806 0.6241 1.0212 -0.8077 -0.19
O -1.49294 2.78402 2.95467 0.7636 0.5755 1.6612 -0.16
C -0.20989 2.17077 3.29992 -1.9125 -0.6771 0.2554 -0.18
H -0.48775 2.00325 5.33999 -0.6609 -0.5946 1.2042 0.09
H 1.16803 2.46566 5.01269 -0.4587 0.2492 -0.2627 0.12
H 0.12310 4.80169 4.19197 0.3720 -0.3860 0.2988 0.11
H -0.57872 4.45162 5.80372 -0.1586 -0.1959 -0.3216 0.11
H -2.26147 4.56360 3.45709 0.4059 0.4827 0.2586 0.11
H -2.44642 3.46081 4.74299 -1.1085 -1.1529 0.6286 0.09
H 0.49762 2.45280 2.60308 1.6737 1.2116 -1.3655 0.06
H -0.37542 1.11527 3.03749 0.3188 0.0570 1.0645 0.08
C -4.61796 2.71703 0.44303 -0.1910 1.0222 -0.5541 -0.14
C -5.63730 1.77126 1.04279 0.1496 -0.5459 1.5042 -0.17
C -5.61093 0.64881 0.05816 0.5501 1.1649 -0.9532 -0.20
O -4.27120 0.51766 -0.42989 0.0026 0.9052 -0.4571 -0.20
C -3.58195 1.73813 -0.13799 0.9049 1.1711 -1.0564 -0.20
H -4.17768 3.43080 1.16297 -0.1345 -0.4617 -0.2877 0.12
H -5.12472 3.33342 -0.35007 0.6855 -0.5877 0.4385 0.12
H -6.67600 2.09768 1.16232 0.3674 0.4154 0.0147 0.13
H -5.27305 1.41656 2.01967 -0.3456 0.2419 -0.2022 0.10
H -6.32038 0.99170 -0.70146 0.0641 -0.7012 -0.6253 0.12
H -5.76923 -0.30888 0.41560 -1.2857 -1.7740 0.8393 0.10
H -2.97916 2.19186 -1.00084 -1.2987 -0.7627 0.5118 0.13
H -2.79248 1.48042 0.53811 0.3782 0.0501 0.9653 0.08
C 3.19085 5.67253 1.49720 -0.8530 1.8247 -0.5648 -0.18
C 2.92272 4.97107 0.13940 -1.4032 -0.6525 2.7607 -0.11
C 2.34957 3.63397 0.75287 -0.1616 0.6387 -1.2314 -0.19
O 2.87119 3.50040 2.05858 -0.6560 -1.1788 0.5841 -0.16
C 3.64309 4.59534 2.44626 1.0432 0.2477 -0.9638 -0.22
H 2.22721 6.09106 1.84756 0.1744 -0.3971 -0.0413 0.12
H 3.78455 6.57944 1.37331 0.5759 -0.2982 0.2401 0.11
H 3.80472 4.77536 -0.39680 1.2440 -0.2136 -0.7074 0.08
H 2.22967 5.54047 -0.46936 -0.1661 -0.1466 -0.0722 0.11
H 2.68732 2.80250 0.14431 -0.1082 -0.3662 -0.0518 0.09
H 1.24506 3.61421 0.80922 0.4175 0.1244 -0.1611 0.12
H 4.69478 4.34370 2.26564 0.2204 0.1464 0.0556 0.12
H 3.54882 4.78479 3.51012 -0.3724 0.1668 0.1033 0.12
C 5.06553 0.29634 -1.20014 0.1305 1.1160 -0.0157 -0.17
C 4.71157 1.29491 -2.29382 0.5750 1.1617 -1.1801 -0.16
C 4.42433 0.36828 -3.51967 -2.3724 1.0508 1.9984 -0.16
O 3.93770 -0.86003 -2.91113 0.0447 0.1039 0.2392 -0.15
C 4.04676 -0.77769 -1.45965 -0.4674 0.0834 -0.1778 -0.19
H 5.02690 0.73898 -0.19599 -0.1177 -0.2573 -0.1906 0.11
H 6.07271 -0.02251 -1.38742 0.5867 -0.5658 0.1048 0.11
H 5.44041 2.12973 -2.54422 -0.2763 -1.3133 0.3768 0.13
H 3.83171 1.87611 -2.02317 -0.4845 -0.3157 -0.0380 0.08
H 5.26541 0.12934 -4.08583 1.5805 -0.2778 -0.9481 0.09
H 3.65194 0.86190 -4.18026 0.5770 -0.8405 0.6152 0.11
H 4.29424 -1.75361 -1.00195 -0.1747 0.3413 -0.5810 0.12
H 3.07485 -0.42268 -1.05310 0.2625 -0.3515 -0.1869 0.10
C 1.85986 -4.36357 -2.63524 0.9500 1.2132 -1.1200 -0.17
C 2.66467 -5.60315 -2.44324 1.9099 -2.9002 -1.6682 -0.18
C 3.60348 -5.34600 -1.28849 -1.1722 -0.0123 1.7531 -0.20
O 3.17198 -4.10194 -0.75658 0.3205 1.1518 0.6796 -0.15
C 1.91702 -3.72322 -1.29536 -0.8931 -0.0479 1.1668 -0.23
H 0.87907 -4.42422 -3.05205 -0.7425 -0.5127 -0.0877 0.09
H 2.40943 -3.70463 -3.32564 -0.0789 -0.1143 0.1045 0.13
H 3.41671 -5.81049 -3.28314 -1.6863 0.0748 0.4877 0.13
H 2.12208 -6.56089 -2.22063 0.0935 1.0194 -0.5008 0.12
H 4.65437 -5.25909 -1.49260 0.4443 0.0510 -0.4505 0.11
H 3.48483 -6.14627 -0.51573 0.1423 0.5195 -0.3469 0.12
H 1.75050 -2.63279 -1.31192 0.6105 -0.3336 0.0230 0.10
H 1.11396 -4.12299 -0.64622 0.1284 0.0176 -0.0191 0.11
Cl -5.12896 -0.01005 -4.75015 -0.0023 0.0618 -0.0772 0.52
C -4.51433 0.95144 -3.41194 -2.2295 1.1146 0.5713 -0.99
Cl -4.47015 2.74792 -3.79654 0.0039 -1.1041 0.2244 0.45
H -5.19069 0.81501 -2.52410 0.8646 0.2344 -1.1632 0.02
H -3.54149 0.64002 -3.19634 1.4347 -0.3336 0.3150 -0.05
Cl -1.56200 -1.43589 -2.48103 -0.3568 0.0252 0.4697 0.61
C -1.66705 -1.33608 -0.69872 0.0522 -0.7465 0.1462 -0.96
Cl -0.24282 -0.63054 -0.01042 0.7652 0.6684 0.4582 0.67
H -2.53100 -0.82461 -0.32524 -0.4894 0.6209 -0.5351 0.00
H -1.70782 -2.32019 -0.27301 -0.1023 -0.6388 -0.4286 0.00
```
Forces are in eV/Å.

* total charge: 0


ORCA calculation (ωB97M-V/def2-TZVPD) on a structure of composition C3H4NO in a non-equilibrium geometry.

```
9
Properties=species:S:1:pos:R:3:forces:R:3:lowdin_charge:R:1
C 1.27984 0.10659 -0.03524 2.1856 -3.5369 0.3372 -0.42
C -0.24035 -0.75363 0.06040 -1.3350 -1.7122 0.7037 0.17
C -0.64147 0.79704 -0.05561 0.9746 -2.7720 -2.8062 0.03
N 1.97268 -0.87049 0.00102 -1.1927 0.1153 -0.2730 0.44
O 0.75354 1.19983 0.04490 -0.8979 4.9205 -0.3623 0.18
H -0.37002 -1.17002 1.10506 0.4112 0.3743 -1.3533 0.15
H -0.48416 -1.51728 -0.76703 0.6150 1.5262 1.2472 0.17
H -1.08964 0.97125 -1.04702 0.5630 0.3591 0.3627 0.16
H -1.18042 1.23671 0.69352 -1.3237 0.7258 2.1440 0.12
```
Forces are in eV/Å.

* ΔE to the lowest compared entry with this formula, charge and spin: 391.5 kJ/mol
* total charge: +1


| no. | E_tot (hartree) |
| --- | --- |
| 1 | -4011.15754 |
| 2 | -246.24296 |